Record 1
ORCA calculation (ωB97M-V with the def2-TZVPD basis set) on the ion C3H8N3O with charge +1 at a distorted geometry.

```
15
Properties=species:S:1:pos:R:3:lowdin_charge:R:1
C -1.69 0.06 -0.96 -0.087
C -1.06 -0.84 0.03 -0.075
C 0.37 0.61 -1.13 -0.244
N -0.92 0.76 -1.67 0.135
N 0.42 -0.53 -0.18 -0.086
N 1.28 -0.32 0.91 0.250
O 0.85 1.92 -0.23 -0.149
H -2.70 0.18 -1.21 0.122
H -1.54 -0.53 1.11 0.186
H -1.30 -1.90 -0.11 0.127
H 1.24 0.66 -1.81 0.161
H 1.91 -1.04 0.81 0.152
H 0.78 -0.54 1.82 0.215
H 1.44 0.67 0.80 0.125
H 0.38 2.79 -0.61 0.170
```

- Charge: +1
- Energy relative to the best compared isomer or geometry (same formula, charge and spin): 92.6 kcal/mol
- Total energy: -9748.44820 eV
- Spin multiplicity: 1
- SMILES: [NH3+]N1CC=N[C@H]1O
- Strongest force on any atom: 4.341 eV Å⁻¹
- HOMO level: -14.9 eV
- E_LUMO: -0.14083 hartree

---

Record 2
ORCA calculation (ωB97M-V with the def2-TZVPD basis set) on a structure of composition C23H55N3OP4STl at a distorted geometry.

```
88
Properties=species:S:1:pos:R:3:lowdin_charge:R:1
Tl 0.56 -1.47 -3.34 1.045
P 1.00 0.38 2.85 0.805
P 2.91 -0.96 -0.44 0.809
P -3.13 -0.95 1.90 0.897
H -0.75 -6.73 -2.44 0.087
C -1.66 -6.13 -2.32 -0.039
C -2.02 -5.15 -3.16 -0.100
H -1.37 -4.83 -3.98 0.076
C 1.39 -0.21 4.56 -0.306
C 2.53 1.38 2.56 -0.292
C -0.10 1.82 3.30 -0.311
C 3.59 -1.93 -1.89 -0.331
C 4.05 0.50 -0.49 -0.277
C 3.68 -1.92 0.94 -0.289
C -4.57 -1.76 1.16 -0.247
C -3.26 0.85 1.86 -0.182
C -2.61 -1.51 3.54 -0.186
H -2.35 -6.50 -1.54 0.087
H -3.05 -4.76 -3.17 0.073
H 1.65 0.63 5.23 0.063
H 2.24 -0.91 4.49 0.040
H 0.51 -0.74 4.95 0.025
H 2.71 2.06 3.40 0.062
H 2.39 1.96 1.63 0.015
H 3.39 0.71 2.45 0.020
H 0.44 2.59 3.88 0.063
H -0.94 1.44 3.91 0.023
H -0.46 2.25 2.36 0.000
H 4.58 -1.50 -2.12 0.059
H 2.97 -1.82 -2.81 -0.087
H 3.66 -3.01 -1.66 0.037
H 4.85 0.46 0.27 0.063
H 3.43 1.39 -0.30 0.008
H 4.51 0.64 -1.49 0.051
H 4.75 -2.11 0.79 0.069
H 3.15 -2.89 1.01 0.021
H 3.54 -1.41 1.91 0.018
H -5.45 -1.76 1.82 0.079
H -4.32 -2.81 0.89 0.013
H -4.81 -1.23 0.22 0.073
H -4.19 1.19 2.37 0.099
H -3.23 1.17 0.81 0.024
H -2.37 1.23 2.38 0.022
H -3.43 -1.62 4.30 0.102
H -1.91 -0.78 3.99 0.043
H -2.11 -2.49 3.48 0.059
C -0.89 -3.71 -0.71 -0.654
C -0.73 -4.41 0.51 -0.058
C 0.37 -5.22 0.72 0.011
C 1.35 -5.33 -0.27 0.040
C 1.24 -4.63 -1.47 -0.048
C 0.09 -3.91 -1.74 -0.248
S -2.43 -3.03 -0.94 0.942
H -2.21 -1.19 0.80 0.013
H -1.55 -4.35 1.24 0.118
H 0.48 -5.76 1.66 0.140
H 2.15 -6.06 -0.19 0.149
H 1.97 -4.74 -2.28 0.140
H -0.19 -3.73 -2.80 -0.010
C 1.77 2.64 -2.78 -0.103
N 0.33 2.78 -2.64 -0.304
C -0.46 2.07 -3.65 -0.120
P -0.22 2.99 -1.05 0.545
O 0.05 1.86 -0.10 -0.339
N 0.61 4.39 -0.68 -0.332
C 0.97 4.73 0.68 -0.093
C 0.69 5.53 -1.62 -0.086
N -1.82 3.44 -1.24 -0.281
C -2.80 2.37 -1.46 -0.126
C -2.37 4.49 -0.36 -0.085
H 2.07 2.82 -3.82 0.098
H 2.11 1.63 -2.50 0.051
H 2.31 3.34 -2.14 0.087
H -0.76 1.07 -3.29 0.000
H -1.36 2.64 -3.92 0.094
H 0.17 1.96 -4.54 0.092
H 1.99 5.10 0.67 0.096
H 0.92 3.85 1.32 0.048
H 0.30 5.50 1.08 0.093
H 1.72 5.93 -1.56 0.099
H 0.49 5.21 -2.66 0.089
H -0.02 6.33 -1.33 0.090
H -2.51 1.42 -0.98 0.048
H -2.90 2.18 -2.53 0.070
H -3.78 2.69 -1.06 0.093
H -1.75 5.40 -0.42 0.070
H -3.39 4.73 -0.73 0.098
H -2.46 4.19 0.71 0.091
```

- Charge: +3
- Energy relative to the best compared isomer or geometry (same formula, charge and spin): 17.8 kcal/mol
- Total energy: -83916.43104 eV
- Spin multiplicity: 1
- Strongest force on any atom: 1.982 eV Å⁻¹
- HOMO level (spin up / spin down): -15.1 / -15.4 eV
- E_LUMO (spin up / spin down): -0.46141 / -0.46370 hartree